Entry 1:
The following is a DFT calculation (ωB97M-V with the def2-TZVPD basis set) of C3H7NO2S in the gas phase.

Each atom is followed by the atoms it is bonded to, with distances in Å.
Atoms and positions in Å:
1 C -1.323 -0.737 -0.905  C2 1.546, H8 1.060, H9 1.032
2 C -1.481 0.112 0.377  C1 1.546, N4 1.455, H10 1.064, H11 1.118
3 C 0.582 0.476 -0.684  N4 1.570, S7 1.852, H12 1.167
4 N -0.112 0.463 0.724  C2 1.455, C3 1.570, H13 1.073
5 O 2.800 1.012 0.308  S7 1.486
6 O 2.008 -1.262 0.663  S7 1.641, H14 0.947
7 S 2.317 -0.142 -0.495  C3 1.852, O5 1.486, O6 1.641
8 H -0.943 -1.726 -0.875  C1 1.060
9 H -1.743 -0.248 -1.711  C1 1.032
10 H -2.015 0.981 0.073  C2 1.064
11 H -1.855 -0.417 1.289  C2 1.118
12 H 0.508 1.341 -1.464  C3 1.167
13 H -0.039 1.271 1.427  N4 1.073
14 H 1.298 -1.121 1.274  O6 0.947

## Properties
LUMO energy (alpha / beta) ... -0.005 / -0.005 hartree
Total charge ... 0
Energy relative to the best compared isomer or geometry (same formula, charge and spin) ... 557.5 kJ/mol
2S+1 ... 1

Entry 2:
The following is a DFT calculation (ωB97M-V with the def2-TZVPD basis set) of 2 unconnected molecules or ions with the total composition C5H9N4S.

Each atom is followed by the atoms it is bonded to, with distances in Å.
Atoms and positions in Å:
1 C -1.892 0.143 1.260  C3 1.411, N6 1.305, H11 1.032
2 C -1.421 0.177 -0.875  C3 1.385, N7 1.324, H12 1.042
3 C -0.813 0.021 0.360  C1 1.411, C2 1.385, C4 1.460
4 C 0.587 -0.096 0.757  C3 1.460, C5 1.392, H13 1.166
5 C 1.725 0.403 0.130  C4 1.392, N8 1.319, N9 1.363
6 N -2.983 0.526 0.655  C1 1.305, N7 1.298
7 N -2.683 0.475 -0.606  C2 1.324, N6 1.298, H14 1.054
8 N 2.896 0.020 0.600  C5 1.319, H15 0.973, H16 0.990
9 N 1.821 1.191 -0.979  C5 1.363, H17 1.001, H18 0.964
10 S -0.453 -2.910 -0.775  H19 1.310
11 H -1.794 -0.043 2.271  C1 1.032
12 H -0.919 -0.007 -1.770  C2 1.042
13 H 0.780 -0.471 1.844  C4 1.166
14 H -3.484 0.516 -1.291  N7 1.054
15 H 2.913 -0.629 1.324  N8 0.973
16 H 3.732 0.208 0.104  N8 0.990
17 H 1.038 1.791 -1.145  N9 1.001
18 H 2.699 1.483 -1.249  N9 0.964
19 H -1.749 -2.797 -0.617  S10 1.310

## Properties
LUMO energy (alpha / beta) ... -0.224 / -0.198 hartree
Total charge ... +1
Energy relative to the best compared isomer or geometry (same formula, charge and spin) ... 223.5 kJ/mol
2S+1 ... 1